Computed, not measured: a 2-piece molecular cluster, C9H14O overall, with wB97M-V/def2-TZVPD.

Geometry (Å):
C 2.77 0.43 1.67
C 1.30 0.13 1.85
C 0.44 0.79 1.00
C -0.91 0.43 0.91
C -1.35 -0.53 1.78
O -2.71 -0.83 1.91
C -0.53 -1.15 2.75
C 0.83 -0.85 2.71
H 3.06 -0.29 0.87
H 3.47 0.07 2.42
H 3.08 1.32 1.13
H 0.85 1.43 0.24
H -1.66 0.86 0.26
H -2.91 -1.74 1.70
H -0.84 -1.94 3.41
H 1.49 -1.30 3.45
C -0.43 1.01 -3.30
C -1.24 -0.23 -3.70
H -0.78 1.96 -3.70
H -0.35 1.02 -2.21
H 0.61 1.02 -3.61
H -0.55 -0.91 -4.21
H -1.95 0.03 -4.49
H -1.70 -0.72 -2.85

Its net charge is 0. The HOMO-LUMO gap is 9.46 eV. The value obtained for the HOMO energy is -8.619 eV. The SMILES is Cc1ccc(O)cc1.CC.

Here are the natural (NBO) charges for atoms 1 to 8, given in e: -0.64 -0.04 -0.19 -0.26 0.28 -0.71 -0.25 -0.20


Computed, not measured: C24H47N7O2Sn as an isolated structure, with wB97M-V/def2-TZVPD.

Geometry (Å):
Sn -0.22 0.51 0.78
C 0.27 1.46 4.55
C -0.11 0.09 3.99
N 0.66 -0.41 2.82
C 2.13 -0.41 2.90
C 2.68 -0.67 1.51
N 2.17 0.35 0.56
C 2.84 1.66 0.71
C 2.76 2.54 -0.53
C 1.48 2.43 -1.36
N 0.23 2.40 -0.60
C -0.21 3.63 0.07
C 0.28 3.76 1.50
N -0.06 2.57 2.30
C 0.67 2.57 3.58
H 1.08 1.36 5.27
H -0.59 1.78 5.14
H -1.15 0.10 3.66
H -0.05 -0.64 4.80
H 0.34 -1.35 2.63
H 2.51 -1.17 3.59
H 2.46 0.55 3.29
H 2.31 -1.64 1.16
H 3.77 -0.70 1.51
H 2.35 0.00 -0.38
H 3.89 1.52 0.99
H 2.37 2.16 1.55
H 3.58 2.30 -1.21
H 2.95 3.58 -0.23
H 1.51 1.50 -1.93
H 1.47 3.23 -2.11
H -0.52 2.13 -1.26
H -1.30 3.62 0.06
H 0.11 4.52 -0.50
H -0.14 4.66 1.94
H 1.37 3.89 1.53
H -1.06 2.61 2.50
H 0.55 3.53 4.09
H 1.73 2.51 3.35
C -5.53 2.52 -2.61
O -4.65 2.11 -1.56
C -3.33 1.97 -1.76
O -2.62 1.65 -0.82
N -2.89 2.20 -3.03
N -1.52 2.09 -3.31
H -6.51 2.59 -2.16
H -5.57 1.77 -3.41
H -5.25 3.49 -3.01
H -3.54 2.30 -3.79
H -1.25 2.88 -3.88
H -1.34 1.24 -3.84
C 0.17 -4.29 2.14
C -1.08 -4.20 1.26
C -2.10 -3.20 1.81
C -0.73 -3.98 -0.19
C -0.93 -4.99 -1.09
C -0.60 -4.81 -2.43
C -0.06 -3.63 -2.94
C 0.18 -2.58 -2.09
C 0.81 -1.30 -2.57
C 0.41 -0.92 -4.00
C 2.34 -1.43 -2.46
C -0.13 -2.72 -0.66
N 0.14 -1.77 0.17
H -0.13 -4.49 3.17
H 0.74 -3.37 2.10
H 0.83 -5.10 1.83
H -1.56 -5.18 1.29
H -1.66 -2.22 1.98
H -2.50 -3.57 2.75
H -2.94 -3.06 1.12
H -1.36 -5.93 -0.78
H -0.77 -5.63 -3.12
H 0.17 -3.57 -3.99
H 0.48 -0.52 -1.88
H 0.92 -1.54 -4.74
H 0.69 0.11 -4.21
H -0.66 -1.04 -4.16
H 2.71 -2.21 -3.12
H 2.65 -1.69 -1.45
H 2.82 -0.49 -2.76

Its net charge is +2. The HOMO-LUMO gap (spin up / spin down) is 6.10 / 6.13 eV. The value obtained for the HOMO energy (spin up / spin down) is -13.261 / -13.187 eV.

Here are the Mulliken charges for atoms 1 to 8, given in e: 1.48 -1.04 -0.73 0.06 -0.76 -1.02 0.11 0.39


Computed, not measured: a 9-piece molecular cluster, C32H56O27 overall, with wB97M-V/def2-TZVPD.

Geometry (Å):
C 18.69 1.26 -3.80
C 19.89 2.11 -4.15
C 19.55 3.35 -5.01
O 20.07 4.46 -4.30
C 20.43 4.03 -3.03
O 20.88 4.80 -2.25
O 20.47 2.71 -2.98
H 17.97 1.86 -3.23
H 19.00 0.46 -3.13
H 18.19 1.04 -4.74
H 20.74 1.63 -4.64
H 18.45 3.31 -5.04
H 19.87 3.30 -6.05
C 20.03 8.12 -5.22
C 20.40 7.25 -6.42
C 19.23 6.63 -7.24
O 19.30 7.35 -8.46
C 20.27 8.27 -8.45
O 20.46 9.09 -9.29
O 21.11 8.02 -7.41
H 19.28 7.60 -4.63
H 19.55 9.03 -5.59
H 20.96 8.37 -4.72
H 21.07 6.43 -6.13
H 18.40 7.07 -6.68
H 19.21 5.55 -7.21
C 17.35 2.01 -12.72
C 18.70 1.59 -13.28
O 19.62 2.65 -12.90
C 20.80 2.60 -13.50
O 21.16 1.72 -14.26
O 21.54 3.60 -13.07
C 22.94 3.54 -13.38
H 16.47 1.48 -13.11
H 17.17 3.05 -13.02
H 17.36 1.89 -11.64
H 18.67 1.50 -14.36
H 19.01 0.64 -12.85
H 23.50 4.09 -12.64
H 23.04 3.99 -14.37
H 23.32 2.54 -13.53
C 13.25 1.41 -9.53
C 13.84 0.48 -10.59
O 15.23 0.28 -10.47
C 15.79 -0.89 -10.66
O 15.29 -1.98 -10.87
O 17.08 -0.70 -10.42
C 18.02 -1.79 -10.26
H 13.53 2.46 -9.63
H 13.53 1.06 -8.53
H 12.17 1.42 -9.71
H 13.63 1.01 -11.53
H 13.28 -0.45 -10.64
H 18.97 -1.44 -10.62
H 17.59 -2.68 -10.71
H 18.01 -1.97 -9.18
C 22.73 0.27 -9.11
C 21.75 1.40 -9.40
O 22.39 2.68 -9.49
C 22.55 3.36 -8.37
O 22.08 3.07 -7.30
O 23.30 4.43 -8.63
C 23.75 5.17 -7.50
H 23.16 0.36 -8.11
H 23.51 0.31 -9.88
H 22.14 -0.64 -9.18
H 20.94 1.45 -8.68
H 21.22 1.19 -10.33
H 23.93 4.48 -6.67
H 22.98 5.86 -7.15
H 24.59 5.80 -7.72
C 16.15 0.91 -7.23
O 17.40 1.36 -7.74
C 17.39 2.34 -8.62
O 16.40 2.91 -9.01
O 18.61 2.56 -9.04
C 18.92 3.62 -9.95
H 16.11 -0.15 -7.42
H 15.26 1.28 -7.74
H 16.02 1.17 -6.18
H 18.37 4.54 -9.72
H 18.65 3.17 -10.90
H 19.99 3.74 -9.87
C 16.05 6.37 -9.04
O 15.03 7.33 -8.77
C 13.78 7.09 -9.02
O 12.94 7.96 -8.92
O 13.50 5.84 -9.37
C 12.14 5.48 -9.54
H 16.99 6.83 -8.73
H 16.25 6.28 -10.11
H 15.87 5.42 -8.54
H 11.70 5.99 -10.39
H 11.58 5.64 -8.61
H 12.13 4.42 -9.75
O 17.53 5.64 -4.87
C 16.44 5.15 -4.80
O 15.51 5.37 -3.86
C 14.26 4.77 -4.25
C 14.73 3.80 -5.37
O 15.99 4.26 -5.73
H 13.73 4.21 -3.48
H 13.58 5.47 -4.73
H 14.06 3.97 -6.21
H 14.49 2.80 -5.00
O 12.37 -0.69 -6.08
C 13.08 -1.45 -6.64
O 14.43 -1.52 -6.51
C 14.87 -2.75 -7.09
C 13.83 -2.96 -8.12
O 12.67 -2.46 -7.45
H 15.92 -2.67 -7.38
H 14.86 -3.49 -6.28
H 13.63 -3.97 -8.46
H 14.05 -2.45 -9.07

Its net charge is 0. The HOMO-LUMO gap is 10.62 eV. The value obtained for the HOMO energy is -10.583 eV. The SMILES is C[C@H]1COC(=O)O1.C[C@H]1COC(=O)O1.CCOC(=O)OC.CCOC(=O)OC.CCOC(=O)OC.COC(=O)OC.COC(=O)OC.O=C1OCCO1.O=C1OCCO1.

Here are the Mulliken charges for atoms 1 to 8, given in e: -1.16 0.48 1.20 -0.12 0.47 -0.57 -0.40 0.36


| no. | molecular weight (g/mol) |
| --- | --- |
| 1 | 138.2 |
| 2 | 584.4 |
| 3 | 872.8 |